{
  "formula": "C40H98N2O10S7",
  "method": "ωB97M-V/def2-TZVPD",
  "lumo_ev": 0.5,
  "total_charge": 0,
  "energy_ev": -142353.4180,
  "gap_ha": 0.33561,
  "homo_ev": -8.673,
  "species": ["C", "C", "C", "C", "C", "C", "C", "C", "C", "C", "C", "C", "C", "C", "C", "C", "C", "N", "O", "C", "C", "O", "C", "C", "C", "C", "N", "C", "C", "C", "O", "H", "H", "H", "H", "H", "H", "H", "H", "H", "H", "H", "H", "H", "H", "H", "H", "H", "H", "H", "H", "H", "H", "H", "H", "H", "H", "H", "H", "H", "H", "H", "H", "H", "H", "H", "H", "H", "H", "H", "H", "H", "H", "H", "H", "H", "H", "H", "H", "H", "H", "H", "H", "H", "H", "H", "H", "C", "S", "O", "C", "H", "H", "H", "H", "H", "H", "C", "S", "O", "C", "H", "H", "H", "H", "H", "H", "C", "S", "O", "C", "H", "H", "H", "H", "H", "H", "C", "S", "O", "C", "H", "H", "H", "H", "H", "H", "C", "S", "O", "C", "H", "H", "H", "H", "H", "H", "C", "S", "O", "C", "H", "H", "H", "H", "H", "H", "C", "S", "O", "C", "H", "H", "H", "H", "H", "H"],
  "xyz": [[-7.800546, 0.315268, -9.945637], [-6.742902, -0.267121, -8.835285], [-6.530448, -1.912089, -8.946157], [-7.270968, -2.650493, -7.661707], [-6.397313, -2.284868, -6.293395], [-5.240443, -3.453504, -6.105302], [-3.782616, -2.701606, -6.123624], [-3.271684, -2.185742, -4.646701], [-2.954264, -3.463432, -3.666927], [-1.350381, -3.582915, -3.286389], [-1.249498, -3.578367, -1.638921], [0.319906, -3.348729, -1.115945], [0.899724, -1.866631, -1.516411], [0.901101, -0.788632, -0.239945], [2.381564, -0.576893, 0.433039], [2.712440, 0.960471, 0.906340], [1.583367, 1.626966, 1.904092], [0.316695, 2.071664, 1.193991], [2.209943, 2.866621, 2.462296], [1.443560, 3.373221, 3.611074], [1.837873, 2.503254, 4.983985], [0.918248, 2.927571, 6.051002], [1.608623, 3.226647, 7.309323], [0.893260, 2.696136, 8.673032], [-0.595205, 2.049522, 8.517360], [-1.754065, 3.038490, 9.208109], [-2.365450, 2.442163, 10.465600], [2.021558, 4.912216, 3.918693], [1.927860, 5.913159, 2.623722], [0.503009, 6.744604, 2.753677], [3.087653, 6.863160, 2.651156], [-7.862785, -0.483032, -10.820745], [-8.848579, 0.431244, -9.398864], [-7.410488, 1.358973, -10.364352], [-7.095007, 0.043261, -7.743159], [-5.667317, 0.211170, -8.969974], [-6.877819, -2.326166, -9.985192], [-5.379751, -2.116581, -8.830884], [-7.355161, -3.827528, -7.824037], [-8.353828, -2.226053, -7.502603], [-7.113396, -2.226800, -5.364263], [-5.840415, -1.245946, -6.375281], [-5.322825, -4.229834, -7.001333], [-5.427951, -4.070185, -5.104257], [-2.994252, -3.457088, -6.573234], [-3.752632, -1.746837, -6.837694], [-4.106517, -1.546262, -4.126316], [-2.326200, -1.473310, -4.768136], [-3.367218, -4.463461, -4.156636], [-3.552823, -3.307655, -2.665179], [-0.840186, -4.556724, -3.745101], [-0.795909, -2.672922, -3.771632], [-1.967257, -2.740694, -1.204646], [-1.602430, -4.665924, -1.295790], [0.401826, -3.601431, 0.042159], [0.966461, -4.176234, -1.681717], [1.989155, -2.027049, -1.936112], [0.286685, -1.362778, -2.405039], [0.172319, -1.266450, 0.575290], [0.419397, 0.198840, -0.666737], [3.173250, -0.840668, -0.416195], [2.530715, -1.378448, 1.278932], [3.720704, 0.903790, 1.542990], [2.957212, 1.669008, -0.005348], [1.314442, 0.836983, 2.728963], [0.462603, 2.225841, 0.171409], [-0.406425, 1.310902, 1.324643], [0.288701, 3.456934, 3.442897], [1.651066, 1.344254, 4.822008], [2.970054, 2.741952, 5.180939], [1.698043, 4.415392, 7.370848], [2.738879, 2.844582, 7.345501], [0.857122, 3.624152, 9.422964], [1.592408, 1.890537, 9.166935], [-0.895242, 1.692728, 7.446023], [-0.609988, 1.068913, 9.198869], [-1.320138, 4.085721, 9.501828], [-2.632325, 3.164801, 8.431028], [-3.291368, 1.994857, 10.288279], [-1.732019, 1.759009, 10.935219], [3.152903, 4.764206, 4.193654], [1.486826, 5.325544, 4.886597], [1.953068, 5.361453, 1.590740], [0.498181, 7.280620, 3.817100], [0.358908, 7.538732, 1.885154], [-0.354330, 5.914809, 2.754942], [3.857348, 6.385753, 2.183769], [-7.481368, -8.419749, -6.751709], [-7.248746, -6.958297, -5.710649], [-7.517854, -5.752250, -6.560357], [-5.453190, -7.120753, -5.550882], [-8.540876, -8.495500, -7.009871], [-6.892989, -8.325880, -7.667830], [-7.180415, -9.314235, -6.201461], [-4.986679, -7.105363, -6.538749], [-5.215624, -8.055932, -5.038167], [-5.081342, -6.280186, -4.960903], [3.218692, 0.858222, -3.352145], [1.646314, 0.745169, -4.240182], [1.160031, -0.668137, -4.117423], [2.348171, 0.936302, -5.897530], [3.023468, 0.725794, -2.284768], [3.900195, 0.075201, -3.693773], [3.663602, 1.842254, -3.517022], [3.082056, 0.149174, -6.086194], [2.820359, 1.917952, -5.982828], [1.538513, 0.859773, -6.626568], [4.502594, -4.482440, -2.811559], [4.735215, -3.020988, -1.770499], [4.466107, -1.814940, -2.620208], [6.530772, -3.183444, -1.610733], [3.443085, -4.558191, -3.069721], [5.090972, -4.388571, -3.727680], [4.803547, -5.376925, -2.261312], [6.997282, -3.168054, -2.598599], [6.768338, -4.118622, -1.098018], [6.902620, -2.342876, -1.020753], [1.547910, -4.923541, 5.088844], [1.210814, -3.902098, 3.633928], [1.977490, -4.486836, 2.485336], [2.118895, -2.445455, 4.207964], [1.100049, -5.908230, 4.931516], [2.626094, -5.035924, 5.227295], [1.101295, -4.462363, 5.972756], [3.162358, -2.706538, 4.399717], [1.654416, -2.061740, 5.119499], [2.073381, -1.680902, 3.429319], [0.169454, 8.751155, 8.576613], [-0.235093, 7.041566, 8.143707], [1.051994, 6.273828, 8.089291], [-0.733357, 7.388504, 6.438624], [0.544248, 8.768606, 9.603340], [0.940568, 9.136360, 7.904840], [-0.729133, 9.368984, 8.511207], [0.091467, 7.855800, 5.895439], [-1.603763, 8.049007, 6.440056], [-0.996488, 6.444388, 5.956642], [5.790576, -8.728222, -3.846095], [5.461771, -7.936254, -2.252848], [6.685705, -7.155663, -1.876499], [5.467752, -9.460286, -1.276513], [5.866739, -7.950068, -4.610046], [6.730645, -9.283786, -3.802532], [4.967598, -9.400822, -4.098611], [6.426676, -9.972045, -1.387494], [4.654827, -10.110063, -1.609406], [5.315301, -9.198923, -0.227062], [3.519862, 12.196783, 5.167166], [1.748319, 11.838473, 5.083442], [1.320773, 11.359974, 6.438882], [1.897214, 10.384461, 4.015915], [3.667854, 13.058763, 5.822936], [4.058099, 11.337360, 5.574557], [3.893709, 12.435926, 4.168919], [2.533029, 9.634224, 4.491973], [2.321850, 10.680277, 3.053600], [0.899957, 9.967801, 3.858507]],
  "forces_ev_per_angstrom": [[0.4, -0.3, 0.5], [0.6, -0.1, 0.0], [0.0, 0.3, 1.2], [0.2, 0.5, 0.0], [-0.1, -0.9, -0.2], [0.0, 0.8, -0.2], [0.8, -0.1, 0.0], [-0.3, -0.3, -0.1], [0.1, 0.1, 0.0], [-0.4, 0.1, 0.2], [0.9, -0.5, -0.3], [-0.5, -0.6, -0.6], [0.0, 0.0, 0.2], [-0.5, -1.0, -0.4], [0.1, 0.1, -1.2], [0.7, -0.3, 1.2], [0.5, 0.3, -1.3], [0.4, -1.8, 0.6], [-2.0, -1.5, 1.0], [0.9, 1.3, 1.5], [-0.8, 0.0, -1.3], [2.2, -0.6, 0.2], [1.4, 1.7, 1.0], [0.1, 0.0, 0.1], [-0.3, -0.3, 1.5], [-0.3, -0.6, -0.7], [0.0, -0.3, -0.7], [0.4, -1.1, -0.4], [-0.8, 0.2, 0.5], [0.7, -0.4, 0.3], [0.0, -2.0, -1.1], [-0.1, 1.9, 1.7], [2.2, -0.2, -1.5], [-1.1, -2.3, 0.9], [0.7, -0.8, -2.3], [-2.3, -0.8, 0.1], [0.5, 0.8, 2.0], [-2.2, 0.2, -0.3], [0.3, 2.7, 0.6], [2.0, -0.8, -0.6], [1.4, -0.2, -1.8], [-1.3, -2.1, 0.0], [0.2, 1.7, 1.9], [0.6, 1.5, -2.1], [-1.3, 1.5, 1.1], [-0.4, -2.2, 1.3], [1.4, -1.1, -1.2], [-1.9, -1.7, 0.3], [0.9, 2.1, 1.0], [1.2, -0.4, -1.9], [-1.2, 2.0, 1.1], [-1.0, -1.7, 1.1], [1.5, -1.8, -0.9], [0.6, 2.5, -0.5], [-0.1, 0.7, -2.4], [-1.3, 1.7, 1.2], [-2.1, 0.6, 0.9], [1.3, -1.5, 2.2], [1.4, 1.3, -1.6], [1.2, -1.9, 1.1], [-1.6, 0.5, 1.8], [-0.2, 1.7, -1.5], [-2.1, 0.2, -1.3], [-0.8, -1.4, 1.8], [0.4, 1.7, -1.4], [0.0, -0.4, 1.3], [1.1, 1.3, -0.5], [2.2, -0.6, 0.1], [0.7, 2.3, 0.2], [-2.2, -0.6, -0.1], [-0.3, -2.7, -0.1], [-2.5, 0.5, -0.5], [0.0, -2.1, -1.7], [-1.3, 1.5, -1.0], [0.8, 1.0, 1.9], [0.0, 2.0, -1.5], [-0.7, -2.0, -0.8], [1.8, 0.0, 1.6], [1.4, 0.4, 0.1], [-0.8, 0.8, -0.7], [-2.1, 0.4, -0.6], [1.0, -0.7, -2.1], [-0.1, 0.7, 2.2], [0.0, -1.1, -2.4], [0.3, -1.8, 1.9], [1.8, 2.0, -0.1], [-1.9, 1.0, 1.2], [0.0, 0.0, -0.1], [0.0, 0.3, -0.3], [0.2, -0.7, 0.3], [0.1, 0.0, -0.1], [0.1, 0.1, 0.1], [0.0, 0.1, 0.1], [0.0, 0.1, 0.0], [-0.1, 0.0, 0.0], [-0.1, 0.1, 0.0], [-0.1, -0.1, -0.1], [0.1, -0.1, -0.1], [0.1, -0.3, 0.0], [0.3, 0.8, -0.6], [0.0, -0.1, -0.1], [-0.1, -0.1, -0.2], [-0.2, 0.0, 0.1], [-0.2, 0.0, 0.0], [-0.1, 0.0, 0.1], [-0.1, -0.1, 0.1], [0.0, 0.0, 0.2], [-0.1, 0.0, -0.1], [0.1, -0.1, -0.2], [0.3, -0.4, 0.2], [0.1, 0.0, 0.0], [0.1, 0.2, 0.1], [0.0, 0.1, 0.1], [0.0, 0.2, 0.0], [-0.1, 0.0, 0.0], [-0.1, 0.0, -0.1], [-0.2, -0.1, -0.1], [0.1, -0.1, 0.1], [0.3, -0.2, -0.3], [-0.3, 0.3, 0.6], [0.1, 0.0, 0.1], [0.0, 0.2, -0.1], [-0.1, 0.1, -0.1], [0.0, 0.0, -0.1], [-0.1, -0.1, -0.1], [0.0, -0.1, -0.1], [-0.1, -0.2, 0.0], [0.2, 0.0, 0.0], [0.2, 0.1, 0.0], [-0.4, 0.5, 0.0], [0.1, 0.0, -0.1], [-0.1, -0.2, -0.1], [-0.1, 0.0, 0.0], [0.0, -0.1, 0.0], [0.0, 0.0, 0.2], [0.1, -0.1, 0.1], [0.1, 0.0, 0.2], [0.1, 0.0, -0.1], [0.4, -0.1, 0.1], [-0.5, -0.3, -0.2], [0.1, 0.0, 0.0], [0.0, 0.0, 0.2], [-0.1, 0.1, 0.1], [0.0, 0.1, 0.1], [0.0, 0.1, 0.0], [0.0, 0.1, 0.0], [0.0, 0.1, -0.2], [0.1, 0.0, 0.1], [0.0, -0.2, 0.2], [0.2, 0.0, -0.5], [0.0, -0.1, 0.1], [-0.1, -0.1, -0.1], [-0.1, 0.0, 0.0], [-0.1, 0.0, 0.0], [0.0, 0.1, 0.0], [-0.1, 0.0, 0.1], [0.1, 0.1, 0.1]]
}